# 1
ORCA calculation (ωB97M-V with the def2-TZVPD basis set) on a molecular structure, C26H29AsClN7O4S2Y.

The value obtained for the energy is -5223.20243 Ha. The largest force on an atom is 0.0028 Eh/bohr. Its total charge is +1. Its energy above the lowest of the compared OMol25 structures with the same formula, charge and spin is 0.9 kcal per mole.

Element x y z (Å)
1 H -1.247 -1.050 -5.133
2 S -0.860 2.534 -1.372
3 Cl -5.053 -3.722 -6.490
4 C 3.529 1.423 2.323
5 C -2.926 -2.234 -5.761
6 C -2.255 2.719 -0.359
7 H 2.374 -0.571 -3.066
8 C -2.366 -1.779 -3.464
9 H 4.515 1.028 2.518
10 C 2.653 0.446 -2.851
11 N 3.567 4.074 4.841
12 C -3.472 -2.512 -3.044
13 C 0.628 -2.142 2.091
14 H -3.679 -2.599 -1.986
15 H 1.120 -3.591 3.588
16 H -2.903 4.313 -1.445
17 H 0.079 2.796 1.496
18 C -1.262 -0.872 2.384
19 C 1.059 2.420 1.765
20 H 1.976 -2.729 -3.741
21 H -2.437 -1.254 4.134
22 N -3.066 3.757 -0.627
23 C -2.099 0.238 1.946
24 C -0.711 -2.532 4.019
25 H -0.919 -3.058 4.941
26 H -2.980 0.496 2.528
27 C 4.093 3.232 3.920
28 H -2.735 -2.129 -6.820
29 C -1.557 -1.536 3.572
30 N 1.451 1.302 1.152
31 S 3.678 2.742 -2.822
32 H 1.491 -2.344 1.470
33 N 1.983 1.118 -1.857
34 C 2.824 -4.298 -0.898
35 O 5.279 3.001 3.823
36 H -0.128 -4.339 0.366
37 C 2.429 2.341 -1.747
38 C -4.301 -3.114 -3.974
39 C 0.417 -2.835 3.269
40 O 1.460 -1.731 -0.823
41 O -1.717 -1.264 -1.222
42 C 1.857 3.089 2.679
43 H 2.899 -4.301 0.188
44 O -0.415 -0.558 -2.849
45 N -2.614 1.973 0.668
46 H 4.258 0.861 -4.287
47 C -4.019 -2.971 -5.325
48 As 1.279 -3.290 -1.414
49 H 2.956 -0.083 0.902
50 H 1.304 -4.375 -3.657
51 H 1.494 4.008 3.118
52 N -1.780 0.938 0.921
53 C -0.274 -4.154 -0.697
54 H -0.439 -5.095 -1.220
55 C 3.115 2.581 2.970
56 C 1.180 -3.344 -3.327
57 H 2.582 4.116 5.029
58 H 2.739 -5.320 -1.262
59 H -1.122 -3.484 -0.837
60 C 3.612 1.165 -3.481
61 H -3.924 3.854 -0.111
62 C 2.667 0.819 1.432
63 H -5.165 -3.686 -3.664
64 H 4.199 4.478 5.512
65 H 2.027 3.057 -1.046
66 N -0.191 -1.192 1.637
67 H 0.220 -2.958 -3.660
68 Y 0.061 0.072 -0.584
69 C -2.101 -1.638 -4.823
70 C -1.458 -1.156 -2.466
71 H 3.710 -3.827 -1.320

Cartesian forces (eV/Å) of the 6 atoms listed first:
0.0 0.0 0.0
0.0 0.0 0.0
0.0 0.0 0.0
0.0 0.0 0.0
0.0 0.0 0.0
0.0 0.0 0.0


# 2
ORCA calculation (ωB97M-V with the def2-TZVPD basis set) on a single C4H6N2 molecule.

The value obtained for the energy is -265.37928 Ha. The largest force on an atom is 0.0876 Eh/bohr. Its energy above the lowest of the compared OMol25 structures with the same formula, charge and spin is 98.1 kcal per mole.

Element x y z (Å)
1 H 2.359 -0.461 -0.780
2 C 1.366 0.415 1.098
3 C -0.962 0.387 -0.490
4 H -1.300 1.307 -0.240
5 N 0.454 0.546 -0.719
6 C 1.372 -0.400 -0.159
7 H 1.188 -1.461 -0.147
8 H -1.392 -0.462 0.143
9 H 0.551 0.287 1.697
10 N 3.011 2.329 1.407
11 H -1.327 0.281 -1.608
12 C 2.297 1.452 1.262

Cartesian forces (eV/Å) of the 6 atoms listed first:
-1.4 1.0 1.3
0.6 0.0 -4.5
0.2 -3.4 -3.0
-1.5 2.7 1.2
1.4 -0.1 2.9
2.5 -0.9 -2.0


# 3
ORCA calculation (ωB97M-V with the def2-TZVPD basis set) on a molecular structure, C34H53IrN2OS3.

The value obtained for the energy is -2810.00064 Ha. The multiplicity is 2. The largest force on an atom is 0.0209 Eh/bohr. Its total charge is +3. Its energy above the lowest of the compared OMol25 structures with the same formula, charge and spin is 17.7 kcal per mole.

Element x y z (Å)
1 H 0.600 5.106 0.991
2 H -1.362 -3.050 0.903
3 C 3.148 -2.105 -0.761
4 H -0.722 3.297 4.712
5 H -3.061 -5.829 -0.643
6 H 0.275 1.619 4.797
7 C -1.618 1.856 0.020
8 H -1.836 4.292 3.761
9 H -2.368 2.025 4.250
10 H -4.135 2.704 -0.252
11 C -0.547 2.734 1.864
12 H 4.304 -1.757 1.055
13 H -1.496 -6.635 -0.494
14 H 1.860 4.438 3.673
15 H -3.153 0.890 3.146
16 H -2.701 0.377 4.770
17 H -3.096 3.899 -1.048
18 C -0.745 1.242 2.127
19 O -0.011 -1.279 -1.017
20 C -3.500 2.890 -1.119
21 C 3.399 1.352 0.983
22 H -0.970 3.196 -2.232
23 C -2.384 1.825 -1.255
24 H 3.134 -3.066 1.179
25 C -2.392 0.991 3.922
26 C 0.037 3.856 2.709
27 H 2.965 -3.605 -5.291
28 H -1.193 -4.876 -4.043
29 H 0.956 0.075 4.258
30 C 3.302 -2.074 0.759
31 C -1.208 -1.023 3.132
32 C 0.008 5.166 1.907
33 H -2.265 -0.338 -1.538
34 H 3.623 -3.026 -1.100
35 C -1.117 -5.404 -3.098
36 C 0.036 0.598 4.528
37 H 0.439 5.954 2.522
38 H 3.800 2.319 1.289
39 C 2.334 1.592 -1.627
40 H -2.133 -5.680 0.848
41 H -4.124 2.836 -2.012
42 C -1.016 0.479 3.425
43 C -1.051 2.998 0.604
44 S 3.937 -0.747 -1.677
45 C 0.475 -1.303 -5.281
46 H 1.627 -0.364 -2.246
47 H 0.102 -0.470 -5.862
48 H -0.348 0.114 5.426
49 C -0.207 -1.707 -4.142
50 C 3.169 0.452 2.173
51 H -2.105 -0.082 0.972
52 H -0.279 -6.098 -3.124
53 H -3.498 0.474 -2.505
54 H -1.032 3.965 0.128
55 H 2.132 3.541 2.194
56 H -0.388 4.998 4.467
57 C -2.053 -5.736 -0.234
58 H 2.102 -2.165 -1.050
59 H -1.116 -1.207 -3.829
60 C 2.534 0.236 -2.296
61 C -0.513 -2.495 -1.068
62 H 4.061 0.895 0.254
63 C 1.505 3.592 3.084
64 H 1.796 -4.307 -3.232
65 C 1.420 -3.477 -3.817
66 C -1.412 0.755 0.955
67 H -0.429 -1.442 2.486
68 H 1.639 2.698 3.688
69 C -1.115 -3.306 -0.115
70 C 1.612 -1.986 -5.694
71 H -1.152 -1.576 4.069
72 H -1.008 5.476 1.654
73 H -2.180 -1.241 2.686
74 H 3.256 2.179 -1.601
75 H 4.110 0.125 2.621
76 S 2.177 -1.007 1.754
77 N -0.948 -4.428 -2.018
78 H 1.587 2.181 -2.163
79 C -1.435 2.224 -2.405
80 C 2.082 -3.072 -4.966
81 C 0.278 -2.791 -3.426
82 H 2.712 0.435 -3.354
83 Ir 0.442 -0.039 0.519
84 H -2.043 -5.940 -2.914
85 H 2.127 -1.679 -6.595
86 H -3.780 0.213 -0.793
87 S 1.804 1.683 0.119
88 C -3.011 0.459 -1.530
89 N -0.403 -3.187 -2.223
90 H -2.009 2.292 -3.329
91 C -0.786 4.102 3.989
92 H -0.651 1.473 -2.542
93 H 2.585 0.943 2.950
94 C -1.384 -4.515 -0.756

Cartesian forces (eV/Å) of the 6 atoms listed first:
0.0 0.0 0.0
0.0 0.0 0.0
-0.1 0.1 0.1
0.0 -0.1 0.0
0.0 0.0 0.0
0.0 0.1 0.0


# 4
ORCA calculation (ωB97M-V with the def2-TZVPD basis set) on a gas-phase ion, C16H11BrClN2O4S (charge -1).

The value obtained for the energy is -4459.11156 Ha. The largest force on an atom is 0.0510 Eh/bohr. Its total charge is -1.

Element x y z (Å)
1 C 11.810 1.403 1.366
2 C 9.647 0.221 1.227
3 C 8.248 0.214 1.330
4 C 2.527 0.764 0.685
5 C 3.426 1.824 0.054
6 H 2.575 -0.539 -1.016
7 C 9.659 2.608 1.563
8 C 1.983 1.011 1.942
9 O 4.093 4.084 -1.332
10 C 8.262 2.595 1.669
11 H 0.520 0.377 3.402
12 O 5.312 2.671 2.373
13 H 3.317 2.722 0.667
14 C 0.601 -0.963 1.723
15 C 1.011 0.153 2.461
16 O 2.661 3.705 -2.978
17 C 4.891 1.501 0.005
18 H 5.404 2.317 -0.538
19 H 2.289 1.901 2.487
20 H 7.731 3.529 1.839
21 Cl 5.306 -0.037 -0.739
22 C 2.861 2.193 -1.279
23 O 5.438 0.148 2.405
24 C 7.546 1.404 1.558
25 S 5.725 1.424 1.764
26 H 10.219 3.544 1.661
27 H 1.925 1.739 -1.611
28 C 1.216 -1.265 0.500
29 N 3.222 3.361 -1.901
30 H 10.201 -0.713 1.069
31 N 12.981 1.386 1.346
32 H 7.720 -0.729 1.228
33 C 2.146 -0.363 -0.032
34 C 10.366 1.413 1.374
35 H 0.947 -2.157 -0.057
36 Br -0.743 -2.102 2.379

Cartesian forces (eV/Å) of the 6 atoms listed first:
2.3 0.0 -0.2
-0.2 -0.3 0.2
0.2 0.0 -0.1
0.3 0.6 -0.1
-1.4 0.3 0.5
-0.1 0.0 0.2


# 5
ORCA calculation (ωB97M-V with the def2-TZVPD basis set) on 2 unconnected molecules or ions with the total composition C11H26OP.

The value obtained for the energy is -850.98213 Ha. The largest force on an atom is 0.1102 Eh/bohr. Its total charge is +1. Its energy above the lowest of the compared OMol25 structures with the same formula, charge and spin is 0.0 kcal per mole.

Element x y z (Å)
1 C -2.302 -1.458 1.197
2 C 1.029 -2.424 -0.047
3 H 0.623 2.902 -1.484
4 C 1.384 -3.000 1.334
5 H 2.163 2.027 1.995
6 H -0.436 0.657 -3.060
7 C -2.977 0.830 0.912
8 C 1.148 2.961 -0.558
9 H 3.494 1.887 0.350
10 C -2.871 -0.555 0.456
11 H 2.312 -2.762 1.684
12 H 0.671 -2.650 2.059
13 H -2.238 -2.467 0.832
14 H 3.081 1.134 -1.219
15 H 1.245 0.421 1.902
16 H -3.961 1.227 0.959
17 H 0.442 2.091 1.887
18 C 1.257 1.464 1.553
19 H -2.025 -1.385 2.228
20 H -2.352 1.013 1.928
21 H -2.524 1.607 0.185
22 H -2.760 0.066 -1.542
23 H 1.291 0.678 -2.790
24 H 1.767 -2.745 -0.725
25 H -0.022 -2.795 -0.464
26 H -2.855 -1.761 -1.574
27 H -4.249 -0.823 -1.133
28 H 1.318 -4.047 1.335
29 H -0.882 -0.012 -0.371
30 H 2.108 3.545 -0.753
31 P 0.389 0.221 -0.656
32 C -3.151 -0.784 -1.057
33 O 1.107 -0.996 0.026
34 H 0.454 -0.776 -2.989
35 H 3.044 0.111 0.145
36 C 2.852 1.264 -0.198
37 C 0.430 0.155 -2.546
38 H 0.594 3.599 0.171
39 C 1.403 1.582 0.028

Cartesian forces (eV/Å) of the 6 atoms listed first:
0.2 -2.2 0.8
-2.2 -1.3 0.3
-0.5 0.2 -0.7
-2.9 0.8 -1.2
-1.2 -1.2 -0.5
0.6 -0.1 1.0


# 6
ORCA calculation (ωB97M-V with the def2-TZVPD basis set) on 8 unconnected molecules or ions with the total composition C36H86N2O8.

The value obtained for the energy is -2134.36937 Ha. The largest force on an atom is 0.0715 Eh/bohr. Its energy above the lowest of the compared OMol25 structures with the same formula, charge and spin is 142.5 kcal per mole.

Element x y z (Å)
1 H 6.373 -2.696 -0.873
2 C -0.653 4.518 -1.997
3 C -1.561 -0.612 -2.377
4 H 5.791 -1.930 -2.308
5 C -1.639 -2.728 -5.599
6 H -4.444 2.073 4.403
7 H -6.470 -2.232 -0.790
8 H 4.375 -4.517 -3.440
9 H -0.471 0.676 -4.521
10 C -0.015 -0.290 -4.304
11 H 1.554 -5.422 -3.954
12 H -1.018 -2.222 -6.339
13 H 2.491 4.832 5.089
14 C -5.231 1.341 4.582
15 H 3.934 6.377 3.701
16 H -5.406 1.246 5.654
17 C 2.361 7.502 1.126
18 H 2.425 8.589 1.085
19 H 0.574 2.629 -2.516
20 H -2.935 -2.145 -4.067
21 C 1.537 -5.613 1.530
22 C -5.001 0.000 3.945
23 H 0.960 2.318 3.128
24 H 1.159 -2.422 3.294
25 H -3.592 -3.985 -0.614
26 H 3.642 -2.976 -0.771
27 C 0.222 3.206 -1.660
28 O 5.269 -4.699 -3.143
29 C -3.489 -0.042 3.809
30 N -0.105 -2.625 -3.209
31 H 3.067 -4.372 -1.672
32 C 0.383 -3.632 -4.224
33 H 1.539 7.384 0.421
34 H 2.412 -3.453 -4.388
35 H -1.580 -5.617 0.231
36 H -4.155 -1.404 0.781
37 H -0.727 0.652 1.869
38 H -0.310 4.103 4.107
39 H -0.372 5.288 0.012
40 H 1.293 -1.016 -0.117
41 H 7.034 -3.231 -2.507
42 H 3.143 4.597 0.753
43 H -1.734 4.391 -2.055
44 H -0.924 -7.110 0.985
45 C 1.634 4.278 3.129
46 C -3.342 -3.264 0.164
47 C 1.598 -3.200 -5.067
48 H -0.440 4.922 2.676
49 C 1.305 3.010 2.360
50 H -1.304 -0.507 0.669
51 O -5.400 -2.961 1.189
52 C 6.180 -2.876 -1.931
53 C 2.226 6.698 2.405
54 H -0.590 -4.880 1.977
55 H -0.025 0.471 0.126
56 H 0.891 5.890 -1.145
57 H 3.825 8.146 3.079
58 H -3.228 -3.867 1.065
59 O -0.257 4.790 -3.328
60 H 0.961 -4.993 -2.489
61 O 0.186 -3.905 0.387
62 H 3.636 4.112 4.082
63 C 0.803 7.147 2.994
64 H -0.423 2.591 -1.033
65 H -2.481 -3.115 -6.173
66 C 0.637 -5.011 -3.530
67 H 2.997 7.716 4.299
68 C 0.091 -5.111 1.158
69 H -6.061 1.781 4.030
70 H 0.886 -0.193 -3.698
71 H 3.571 -2.974 -2.587
72 H -2.045 0.348 -2.557
73 C 3.783 -3.550 -1.686
74 H -1.588 -4.511 -4.445
75 N 2.219 5.252 2.231
76 C -0.872 -3.975 -5.069
77 C 0.225 6.267 4.053
78 H -2.401 -0.762 -4.973
79 C 0.241 4.840 3.523
80 H 0.718 6.303 5.024
81 C -0.869 -1.354 -3.584
82 H -0.746 -0.408 -1.683
83 O 3.368 4.799 1.664
84 H 0.865 8.216 3.196
85 H -0.768 4.246 -3.933
86 H 1.597 -6.623 1.935
87 C -5.400 -2.113 -0.957
88 H -2.947 0.675 3.192
89 H 1.629 -2.121 -5.223
90 H -5.195 -2.844 -1.740
91 H -5.075 -1.210 -1.473
92 C 3.327 7.225 3.384
93 O 1.622 -1.366 0.713
94 H -5.370 -0.791 4.597
95 H 0.095 7.142 2.165
96 H -0.077 -5.831 -3.607
97 H -0.747 6.633 4.383
98 C 5.224 -4.026 -1.923
99 H -2.271 -1.271 -1.878
100 H 1.795 -3.612 -6.056
101 C -2.068 -1.719 -4.571
102 C -0.423 0.020 1.035
103 H -5.445 -1.020 2.290
104 C 0.746 -0.895 1.801
105 H 1.025 3.440 -0.962
106 C -4.516 -2.301 0.276
107 C -0.680 -6.191 0.452
108 H 2.183 2.574 1.883
109 H 0.303 -2.650 -1.299
110 O 0.770 -2.404 -2.101
111 H -0.162 -1.468 3.704
112 H -3.269 -1.060 3.486
113 H -0.700 6.527 -1.025
114 H -2.443 -2.784 -0.221
115 H 5.593 -4.608 -1.079
116 H -0.075 -6.508 -0.398
117 H -4.836 -3.471 1.776
118 C 2.571 4.069 4.314
119 C -0.147 5.587 -1.012
120 H 3.302 7.305 0.612
121 H -0.440 -2.660 2.556
122 H 0.845 -3.344 0.803
123 H 1.406 -0.145 2.236
124 H 2.155 -5.483 0.641
125 H -0.621 -4.585 -5.938
126 H 0.417 3.105 1.734
127 H 2.415 3.061 4.696
128 C 0.310 -1.919 2.831
129 H 0.330 -0.509 -5.315
130 O -5.501 -0.122 2.624
131 H -2.957 0.120 4.746
132 H 1.986 -4.963 2.281

Cartesian forces (eV/Å) of the 6 atoms listed first:
0.7 0.2 -0.1
2.8 -1.5 -0.2
1.5 -1.4 0.4
-0.1 -0.1 -0.5
0.8 -0.4 -1.1
0.3 -0.3 0.1